Below is a 2-piece molecular cluster, C5H13BN2 overall at a distorted geometry, with properties calculated with ωB97M-V with the def2-TZVPD basis set.

The calculation puts the energy relative to the best compared isomer or geometry (same formula, charge and spin) at 4.1329 eV. The largest force on an atom comes out at 5.35 eV Å⁻¹. The spin multiplicity is 1. As for the HOMO-LUMO gap: 0.29999 Ha.

```
21
Properties=species:S:1:pos:R:3:forces:R:3:lowdin_charge:R:1
B -0.468201 -1.423061 0.394652 -3.160 1.737 -1.089 0.01
C -2.805942 0.223997 -0.972009 -0.682 5.055 1.625 -0.27
C -3.148039 0.027974 0.448921 -1.222 0.397 2.532 -0.32
C 2.207508 0.165457 -1.201590 1.696 -4.299 0.797 -0.07
C 1.985648 0.846223 1.223173 4.503 -1.218 -2.206 -0.04
C 1.318616 0.202735 0.011948 0.965 -0.004 -0.205 -0.42
N -1.825166 0.524123 0.087876 2.074 -3.784 0.259 -0.07
N 0.856372 -1.197508 0.302218 -1.449 1.860 0.070 0.09
H -1.269612 -2.343253 0.434995 0.752 0.579 0.299 0.05
H -2.777745 -0.549901 -1.599078 0.527 -3.187 -2.297 0.03
H -3.108594 1.215453 -1.506737 0.103 -1.865 0.941 0.12
H -3.702650 0.859314 0.996944 0.251 -1.227 -0.866 0.09
H -3.369954 -1.005806 1.010877 0.758 2.003 -1.691 0.11
H 1.768374 -0.140053 -2.142835 -0.780 -0.955 0.179 0.08
H 2.508796 1.076922 -1.524723 1.635 3.148 -0.055 0.04
H 3.107560 -0.583831 -0.963140 -1.548 1.847 -0.796 0.13
H 1.607975 0.587722 2.122563 -1.442 -1.432 2.828 0.03
H 1.937675 1.877060 1.251716 -0.351 2.360 -0.620 0.05
H 3.190453 0.672941 1.286078 -2.770 -0.067 -0.281 0.14
H 0.526049 0.868084 -0.310040 -1.003 -0.684 0.588 0.11
H 1.460881 -1.904591 0.648188 1.142 -0.266 -0.014 0.12
```
Positions in Å, forces in eV/Å.